62
Properties=species:S:1:pos:R:3:forces:R:3:mulliken_charge:R:1 method="wB97M-V/def2-TZVPD" total_charge=+1 de_lowest_kj_mol=20.1 s2=0.7588 mol_weight_g_mol=725.62 homo_ev="-11.75 / -11.66" e_tot_ev=-58155.82770 orbital_gap_ev="8.63 / 5.60" multiplicity=2
Hg 0.8303 0.0982 -0.5328 -0.3 -0.3 0.3 3.178
C -3.6912 2.5391 -0.0959 -0.2 -0.4 -0.1 -1.716
C -2.4422 1.8228 0.2926 0.8 0.2 0.3 0.648
N -2.0245 0.7692 -0.3045 -1.2 -0.2 -0.4 0.453
O -2.6145 0.2191 -1.3263 0.9 0.8 0.0 -0.385
B -2.8770 -1.2761 -1.1624 0.3 -1.5 0.2 0.725
F -3.5842 -1.6710 -2.2437 0.0 0.2 -0.1 -0.284
F -3.4673 -1.4815 0.0580 -0.1 0.3 0.0 -0.338
O -1.5373 -1.9860 -1.2240 -0.5 0.2 -0.4 -0.652
N -0.6740 -1.6781 -0.2162 0.0 0.5 0.1 0.287
C -0.7828 -2.2692 0.9161 -0.1 -0.2 -0.5 0.504
C -1.6937 -3.4215 1.1614 -0.1 -0.1 -0.1 -1.863
C 0.0676 -1.7472 2.0033 0.5 0.2 0.4 -0.194
N 0.7139 -0.6703 1.7376 -0.3 -0.2 -0.6 0.574
O 1.3603 -0.0870 2.7291 0.5 0.0 0.5 -0.478
B 1.6484 1.3702 2.5115 -0.5 -0.1 -0.1 0.469
F 2.3851 1.8221 3.5458 0.0 0.0 0.1 -0.326
F 2.2551 1.5662 1.2637 0.0 0.0 -0.1 -0.283
O 0.3140 2.0984 2.5054 0.2 0.5 0.4 -0.412
N -0.4584 1.7715 1.4939 0.2 -0.6 -0.8 0.444
C -1.6118 2.3147 1.4050 -0.1 0.6 0.4 0.217
C -2.1334 3.3598 2.3459 -0.1 -0.1 -0.1 -1.827
C 0.0887 -2.3718 3.3608 -0.1 0.2 0.0 -1.813
H -4.2464 1.9617 -0.8296 -0.1 0.1 0.0 0.431
H -3.4240 3.5087 -0.5209 0.1 0.0 0.0 0.338
H -4.3164 2.7178 0.7766 0.0 0.0 0.0 0.416
H -2.3388 -3.5804 0.3037 0.1 -0.1 0.1 0.378
H -2.3111 -3.2540 2.0431 0.0 0.0 0.0 0.350
H -1.0999 -4.3221 1.3320 0.0 0.0 0.1 0.456
H -1.4078 3.5276 3.1360 0.0 0.0 0.0 0.402
H -3.0746 3.0390 2.7950 0.0 0.0 0.0 0.389
H -2.3140 4.2988 1.8197 0.0 0.0 0.0 0.343
H -0.0641 -3.4473 3.3229 0.0 0.0 0.0 0.471
H -0.6972 -1.9317 3.9802 0.0 -0.1 0.0 0.300
H 1.0376 -2.1443 3.8404 0.0 -0.1 0.0 0.481
O 0.3909 -0.6525 -3.0801 -0.2 -0.1 0.3 -0.570
C -0.1038 0.4655 -3.7885 0.0 -0.1 0.0 -0.783
C 0.3632 1.7818 -3.2057 0.1 0.1 0.1 0.787
C 0.3557 2.9001 -4.0319 0.0 0.0 0.1 -0.945
C 0.7466 4.1261 -3.5291 0.0 0.0 0.0 -0.301
C 1.1659 4.2039 -2.2088 0.0 0.0 -0.1 -1.029
C 1.1539 3.0577 -1.4449 0.0 0.0 0.2 -0.518
N 0.7407 1.8740 -1.9211 -0.1 -0.1 -0.4 -0.036
H -0.3336 -1.2889 -2.9608 0.2 0.1 0.1 0.285
H -1.1961 0.4659 -3.7899 -0.1 0.0 0.0 0.255
H 0.2327 0.4093 -4.8265 0.0 0.1 0.0 0.460
H 0.0518 2.7981 -5.0651 0.0 0.0 0.0 0.497
H 0.7335 5.0064 -4.1573 0.0 0.0 0.0 0.437
H 1.5049 5.1357 -1.7799 0.0 0.0 0.0 0.472
H 1.4843 3.0730 -0.4131 0.0 -0.1 0.0 0.515
C 5.4977 1.2035 -0.3325 0.0 0.1 0.0 -0.540
O 5.2067 -0.2069 -0.4072 0.1 -0.1 0.1 -0.475
C 3.9569 -0.5264 -0.6673 -0.2 0.1 -0.1 0.522
O 3.0891 0.2888 -0.9711 0.5 0.0 -0.1 -0.577
N 3.7513 -1.8589 -0.5877 0.1 0.1 0.1 -0.207
N 2.4725 -2.3546 -0.8157 -0.1 0.0 -0.1 -0.381
H 6.5221 1.2668 0.0161 0.0 0.0 0.0 0.259
H 4.8191 1.6858 0.3673 0.0 0.0 0.0 0.175
H 5.3970 1.6598 -1.3154 0.0 0.0 0.0 0.276
H 4.5345 -2.4731 -0.4338 0.1 0.0 0.0 0.234
H 2.2632 -3.0799 -0.1437 0.0 0.0 0.1 0.255
H 2.3917 -2.7284 -1.7550 0.0 0.0 0.0 0.251